No. 1
{"formula": "C14H33F3N4O6PPdS", "method": "ωB97M-V with the def2-TZVPD basis set", "e_above_lowest_kcal_mol": 0.0, "total_charge": 3, "spin_multiplicity": 5, "e_homo_ev": [-17.840, -19.545], "species": ["Pd", "S", "P", "F", "F", "F", "O", "O", "O", "O", "O", "O", "N", "N", "N", "N", "C", "C", "C", "C", "C", "C", "C", "C", "C", "C", "C", "C", "C", "C", "H", "H", "H", "H", "H", "H", "H", "H", "H", "H", "H", "H", "H", "H", "H", "H", "H", "H", "H", "H", "H", "H", "H", "H", "H", "H", "H", "H", "H", "H", "H", "H", "H"], "positions_angstrom": [[-0.93288, -0.14481, 0.38200], [0.65704, 2.13316, -0.22507], [3.68921, 0.18476, -1.66748], [1.42643, 4.36546, 0.85004], [0.02768, 4.58230, -0.79314], [-0.67590, 3.88781, 1.13744], [-0.60860, 1.72386, -0.90443], [1.83692, 2.15609, -1.02371], [4.85056, 0.92937, -0.97227], [3.64135, 0.69707, -3.13320], [3.95411, -1.33710, -1.51153], [0.70380, 1.34350, 1.01897], [-2.48089, -1.62012, -0.27628], [-1.57112, -0.06968, 2.48810], [-3.13793, 1.19856, 0.37645], [0.09246, -2.02856, 0.81336], [-0.48939, -0.24642, 3.50823], [2.51042, 0.74168, -4.05321], [-3.36739, 0.11802, -1.84170], [0.13434, -2.39688, 2.25247], [5.10544, 2.37502, -0.98507], [0.34889, 3.88357, 0.27377], [-2.29983, 1.20510, 2.68726], [-3.05506, -1.36182, -1.62455], [5.27895, -1.97329, -1.75044], [-1.98211, -3.01439, -0.07849], [0.61892, -1.19379, 3.05626], [-3.52150, 1.26848, 1.78045], [-0.46365, -3.04804, -0.10617], [-4.08143, 0.76924, -0.65088], [4.62516, 2.79706, -0.10859], [-2.22894, -0.83930, 2.59842], [-4.05373, 2.21723, 1.93544], [5.08395, -3.03836, -1.72918], [-2.37096, -3.39199, 0.86712], [-4.60642, 1.67794, -0.97798], [-0.07656, 0.73809, 3.72118], [1.33539, -0.63814, 2.44530], [2.92162, 0.53997, -5.03672], [-4.22769, 0.46087, 1.98525], [-3.95872, -1.96754, -1.73439], [-2.45594, 0.68041, -2.05761], [-3.23594, -1.48009, 0.38858], [-1.60414, 2.01712, 2.46689], [1.77784, -0.01830, -3.78912], [-2.33603, -1.70540, -2.36823], [-0.97149, -0.61115, 4.41853], [5.94533, -1.66924, -0.95012], [0.79593, -3.25641, 2.37889], [-4.00284, 0.21485, -2.72168], [6.18484, 2.46853, -0.92850], [1.05240, -1.83166, 0.53284], [-2.54482, 1.97375, 0.06342], [-2.61492, 1.31057, 3.72868], [-0.09596, -4.04328, 0.15520], [4.72313, 2.80415, -1.90643], [-4.82295, 0.11486, -0.18848], [-2.37667, -3.66104, -0.86345], [1.16726, -1.52502, 3.93731], [5.64369, -1.66185, -2.72491], [-0.86427, -2.72590, 2.54897], [-0.10336, -2.81852, -1.11088], [2.08697, 1.73964, -4.00296]], "mulliken_charge": [0.7045, 0.6181, 0.9557, -0.1618, -0.1627, -0.1744, -0.7135, -0.2912, -0.3387, -0.2343, -0.2529, -0.6092, 0.1118, 0.1176, 0.0979, 0.0750, -0.9064, -0.5422, -0.3617, -0.8699, -0.5478, 0.4936, -0.8351, -0.8397, -0.6243, -0.7933, -0.5863, -0.6757, -0.5301, -0.8779, 0.2463, 0.3457, 0.4356, 0.2381, 0.3603, 0.4663, 0.3840, 0.2108, 0.2856, 0.3914, 0.4255, 0.0571, 0.1859, 0.3869, 0.2805, 0.4462, 0.5465, 0.3084, 0.5510, 0.5338, 0.2945, 0.1459, 0.3273, 0.4932, 0.4025, 0.3091, 0.4614, 0.4359, 0.4678, 0.3472, 0.3816, 0.3357, 0.2670]}

No. 2
{"formula": "C14H34Br6O11", "method": "ωB97M-V with the def2-TZVPD basis set", "smiles": "C[C@H]1COC(=O)O1.C[C@H]1COC(=O)O1.BrCCBr.BrCCBr.BrCCBr.O.O.O.O.O", "total_charge": 0, "e_homo_ev": -10.494, "species": ["Br", "Br", "Br", "Br", "Br", "Br", "O", "O", "O", "O", "O", "O", "O", "O", "O", "O", "O", "C", "C", "C", "C", "C", "C", "C", "C", "C", "C", "C", "C", "C", "C", "H", "H", "H", "H", "H", "H", "H", "H", "H", "H", "H", "H", "H", "H", "H", "H", "H", "H", "H", "H", "H", "H", "H", "H", "H", "H", "H", "H", "H", "H", "H", "H", "H", "H"], "positions_angstrom": [[25.80912, -36.40096, 9.31616], [25.44757, -37.35211, 13.93648], [26.78327, -40.27588, 10.33415], [21.83289, -42.10340, 14.25304], [27.42584, -43.85152, 7.65067], [21.68595, -37.70765, 12.67241], [27.26411, -33.11883, 13.48985], [28.96766, -37.73197, 13.24839], [24.62389, -37.99193, 6.30962], [28.73780, -37.51230, 8.18892], [23.16959, -36.27686, 6.48794], [23.58462, -32.29041, 9.12699], [24.62018, -34.06310, 13.37887], [30.03601, -38.49676, 10.61938], [23.14315, -30.13463, 8.79120], [24.31588, -31.31854, 7.36049], [25.27690, -35.81395, 5.63866], [23.56875, -38.48053, 7.09829], [22.75754, -37.25027, 7.48794], [22.29113, -40.50095, 13.17315], [26.32275, -36.61249, 11.26556], [27.81392, -42.47616, 9.07140], [25.22877, -37.49914, 11.96291], [21.40235, -39.37563, 13.71298], [23.54535, -31.21645, 8.40379], [24.84041, -32.54561, 7.11510], [24.40230, -36.60813, 6.07210], [26.51355, -42.01458, 9.65969], [24.52979, -33.12348, 8.48438], [24.04376, -39.33333, 8.29950], [26.35657, -32.56460, 6.77434], [21.68264, -39.07712, 14.72315], [29.24832, -37.60040, 12.34277], [23.86371, -33.48227, 13.46008], [25.83176, -41.98764, 8.80967], [21.69865, -37.49097, 7.39348], [25.26443, -38.56947, 11.75984], [26.37997, -35.62683, 11.72741], [22.70362, -36.84840, 8.49972], [23.23309, -40.01130, 8.56645], [22.02006, -40.71060, 12.13841], [26.44689, -33.48501, 13.15181], [27.78169, -37.53908, 8.22614], [28.47346, -41.72999, 8.62831], [28.93740, -36.69501, 7.73238], [26.51842, -33.56633, 6.37629], [23.00153, -39.16406, 6.46648], [20.36449, -39.70584, 13.66949], [24.21118, -37.14186, 11.80488], [26.58949, -31.94552, 5.90797], [24.26389, -33.14965, 6.41449], [23.36995, -40.35523, 13.11827], [24.93915, -39.84355, 7.94449], [30.67562, -38.52286, 9.90773], [29.31286, -36.97344, 13.71923], [24.35559, -38.72447, 9.14812], [27.28167, -37.12657, 11.19997], [24.39215, -34.18268, 8.26703], [25.47959, -33.12763, 9.01914], [26.12204, -42.64687, 10.45657], [28.33952, -42.91541, 9.91928], [24.29822, -34.91794, 13.66491], [29.20828, -38.74432, 10.20731], [26.99295, -32.35144, 13.99366], [26.96701, -32.14622, 7.57459]], "mulliken_charge": [-0.1806, -0.1698, 0.0046, -0.1434, -0.1852, -0.1395, -0.6264, -0.5806, -0.3808, -0.5338, -0.3178, -0.3390, -0.4885, -0.6278, -0.6074, -0.3765, -0.5382, 0.2849, -0.3176, -0.5737, 0.5350, -0.6892, -0.2333, -0.5617, 0.5742, 0.4739, 0.5552, -0.5200, 0.3249, -0.7578, -1.2922, 0.3679, 0.2927, 0.2609, 0.3469, 0.3690, -0.0683, 0.1286, 0.1833, 0.4225, 0.3473, 0.3290, 0.2605, 0.3746, 0.2850, 0.3020, 0.3816, 0.4233, 0.1629, 0.3768, 0.2773, 0.3143, 0.1958, 0.2947, 0.3098, -0.0573, -0.2056, -0.3779, 0.1926, 0.3715, 0.4093, 0.2369, 0.2480, 0.2926, 0.3795]}

Number 1: electronic energy -65027.084 eV. Number 2: electronic energy -457845.996 eV.